[1]
Computed, not measured: 2 unconnected molecules or ions with the total composition C14H16O, with ωB97M-V/def2-TZVPD.

```
! RIJCOSX wB97M-V def2-TZVPD def2/J DEFGRID3
* xyz 0 1
C -1.73 -2.05 -0.25
C -0.72 0.20 -0.82
C -1.28 -1.00 -1.23
C -0.46 1.22 -1.73
C -1.58 -1.15 -2.59
C -0.71 1.03 -3.08
C -1.24 -0.18 -3.51
O -0.37 2.01 -3.98
H -0.52 0.45 0.22
H -0.07 2.20 -1.46
H -0.92 -2.74 -0.03
H -2.57 -2.62 -0.66
H -2.20 -1.98 -2.90
H -1.42 -0.37 -4.56
H -0.85 1.86 -4.80
H -2.02 -1.63 0.71
C 1.31 -1.88 2.40
C 2.11 0.17 1.30
C 1.16 -0.40 2.15
C 2.14 1.54 1.06
C 0.23 0.45 2.75
C 1.20 2.37 1.66
C 0.26 1.81 2.49
H 2.96 -0.42 0.98
H 2.82 2.01 0.36
H 1.57 -2.39 1.48
H 0.39 -2.38 2.72
H -0.45 0.04 3.49
H 1.29 3.45 1.58
H -0.41 2.43 3.09
H 2.08 -2.04 3.16
*
```

Output
**ΔE to the lowest compared entry with this formula, charge and spin**: 7.2 kcal/mol

***

[2]
Computed, not measured: 2 unconnected molecules or ions with the total composition C11H15N, with ωB97M-V/def2-TZVPD.

```
! RIJCOSX wB97M-V def2-TZVPD def2/J DEFGRID3
* xyz -1 2
C 0.92 -0.08 2.84
C -0.22 1.21 0.92
C 0.26 1.14 2.27
C -0.63 2.59 0.73
C 0.14 2.39 2.83
C -0.37 0.30 -0.15
C -0.91 0.75 -1.35
C -1.26 2.07 -1.53
C -1.24 3.02 -0.44
N -0.29 3.30 1.87
H -0.08 -0.73 0.00
H -1.01 0.05 -2.18
H -1.63 2.40 -2.50
H 0.25 -0.57 3.56
H 1.84 0.19 3.37
H 0.49 2.68 3.81
H -0.46 4.28 2.01
H -1.68 3.99 -0.62
H 1.16 -0.81 2.07
C 0.89 -2.86 -2.01
C 0.28 -4.18 -2.36
H 1.94 -2.99 -1.72
H 0.80 -2.17 -2.85
H 0.47 -2.36 -1.13
H 0.64 -4.51 -3.34
H -0.80 -4.09 -2.45
H 0.47 -4.99 -1.65
*
```

Output
**<S²>**: 0.77
**ΔE to the lowest compared entry with this formula, charge and spin**: 6.5 kcal/mol

***

[3]
Computed, not measured: 4 unconnected molecules or ions with the total composition C25H59N3O6P, with ωB97M-V/def2-TZVPD.

```
! RIJCOSX wB97M-V def2-TZVPD def2/J DEFGRID3
* xyz -1 1
C 0.60 4.48 -0.56
C -0.16 3.61 -0.97
C -0.81 2.21 -1.34
C -1.96 1.76 -0.33
C -1.52 0.67 0.75
P -0.82 1.44 2.38
O -1.33 0.17 3.45
C -0.30 -0.75 3.77
C 0.01 -1.81 2.59
C 1.46 -1.61 1.95
C -0.05 -3.29 3.20
C -0.20 -4.40 2.04
C 1.14 -3.64 4.20
O -2.46 2.03 2.62
C -2.47 3.25 3.39
C -0.94 3.74 3.48
O -0.19 2.52 3.62
H 1.48 5.15 -0.38
H -1.27 2.37 -2.37
H 0.00 1.42 -1.48
H -2.78 1.27 -0.95
H -2.44 2.68 0.11
H -0.67 0.02 0.34
H -2.41 0.04 1.06
H -0.41 2.52 1.48
H 0.52 0.95 2.15
H 0.66 -0.29 4.15
H -0.70 -1.39 4.63
H -0.78 -1.78 1.78
H 2.02 -2.58 1.80
H 2.08 -0.94 2.63
H 1.40 -1.10 0.93
H -1.01 -3.35 3.80
H 0.58 -4.27 1.23
H -1.23 -4.25 1.59
H -0.20 -5.43 2.49
H 1.93 -2.84 4.31
H 0.71 -3.84 5.24
H 1.68 -4.59 3.88
H -3.24 3.99 2.98
H -2.75 2.97 4.46
H -0.69 4.52 4.27
H -0.79 4.34 2.52
C -5.70 -4.01 -1.85
C -4.92 -3.19 -0.82
C -3.45 -2.95 -1.21
O -2.60 -4.08 -1.01
C -2.62 -5.02 -2.07
N -5.03 -3.85 0.49
H -5.44 -5.07 -1.83
H -6.77 -3.93 -1.66
H -5.51 -3.63 -2.86
H -5.40 -2.21 -0.75
H -3.05 -2.17 -0.56
H -3.36 -2.57 -2.24
H -2.75 -4.55 -3.04
H -3.40 -5.76 -1.89
H -1.66 -5.55 -2.06
H -4.59 -3.26 1.19
H -4.44 -4.68 0.46
C 0.99 9.07 -1.40
C 2.07 8.57 -0.45
C 3.03 9.67 0.04
O 4.01 10.05 -0.92
C 3.57 10.99 -1.88
N 2.79 7.46 -1.08
H 1.38 9.26 -2.41
H 0.20 8.32 -1.51
H 0.53 9.99 -1.03
H 1.55 8.17 0.44
H 3.59 9.28 0.89
H 2.48 10.55 0.40
H 2.85 11.70 -1.46
H 3.13 10.48 -2.74
H 4.44 11.55 -2.24
H 3.45 7.07 -0.41
H 3.40 7.86 -1.80
C 2.77 -6.44 -4.33
C 3.43 -6.69 -2.98
C 2.49 -6.45 -1.78
O 2.28 -5.09 -1.46
C 1.29 -4.44 -2.24
N 4.65 -5.87 -2.89
H 2.65 -5.37 -4.55
H 3.38 -6.85 -5.14
H 1.79 -6.91 -4.38
H 3.73 -7.74 -2.96
H 2.96 -6.89 -0.90
H 1.54 -6.97 -1.91
H 0.47 -5.12 -2.50
H 1.73 -4.02 -3.15
H 0.88 -3.62 -1.66
H 5.13 -6.10 -2.02
H 4.35 -4.90 -2.74
*
```

Output
**DFT total energy**: -1944.7962 a.u.

***

[4]
Computed, not measured: a molecular structure, C43H69N3O4S3SbSeTi, with ωB97M-V/def2-TZVPD.

```
! RIJCOSX wB97M-V def2-TZVPD def2/J DEFGRID3
* xyz -2 4
Ti -1.70 -0.70 -0.22
C 5.87 -3.22 -0.55
C 4.79 -3.52 -1.60
C 4.81 -5.02 -1.91
C 5.15 -2.77 -2.88
C 3.42 -3.11 -1.07
C 2.61 -2.17 -1.68
C 1.38 -1.83 -1.14
Se 0.31 -0.51 -2.05
C 1.04 1.07 -1.22
C 2.11 1.68 -1.83
C 2.67 2.84 -1.30
C 2.12 3.29 -0.10
C 1.05 2.69 0.55
C 0.40 1.58 -0.07
O -0.70 1.06 0.40
C 0.60 3.30 1.89
C 1.82 3.50 2.81
C -0.04 4.67 1.63
C -0.39 2.44 2.67
C 3.81 3.60 -1.96
C 3.35 5.03 -2.31
C 4.27 2.93 -3.26
C 5.02 3.69 -1.02
C 0.87 -2.41 0.05
O -0.28 -2.06 0.55
C 1.70 -3.39 0.68
C 2.93 -3.69 0.10
C 1.33 -4.14 1.97
C -0.04 -3.80 2.57
C 2.38 -3.84 3.05
C 1.32 -5.65 1.69
H 6.86 -3.51 -0.92
H 5.89 -2.15 -0.32
H 5.68 -3.76 0.38
H 5.79 -5.33 -2.30
H 4.59 -5.61 -1.02
H 4.05 -5.26 -2.66
H 6.14 -3.08 -3.23
H 4.43 -2.97 -3.68
H 5.18 -1.69 -2.71
H 2.91 -1.68 -2.59
H 2.49 1.25 -2.75
H 2.56 4.17 0.35
H 2.54 4.21 2.41
H 1.49 3.88 3.78
H 2.33 2.55 2.97
H 0.67 5.35 1.14
H -0.90 4.57 0.97
H -0.37 5.14 2.56
H -0.01 1.43 2.81
H -1.35 2.35 2.16
H -0.55 2.89 3.66
H 2.50 4.98 -3.00
H 3.03 5.56 -1.42
H 4.15 5.59 -2.78
H 3.45 2.86 -3.98
H 5.07 3.51 -3.72
H 4.65 1.92 -3.07
H 4.76 4.20 -0.09
H 5.36 2.68 -0.76
H 5.84 4.23 -1.48
H 3.54 -4.43 0.60
H -0.12 -2.75 2.82
H -0.85 -4.03 1.88
H -0.18 -4.40 3.48
H 2.38 -2.77 3.28
H 2.15 -4.39 3.97
H 3.38 -4.11 2.73
H 0.59 -5.89 0.91
H 2.30 -6.01 1.35
H 1.06 -6.21 2.59
S -6.67 -2.41 -1.15
Sb -5.09 -1.37 -2.51
S -5.12 0.96 -2.48
S -2.89 -2.14 -2.14
C -5.92 0.44 1.45
C -5.46 1.77 0.93
O -4.03 1.80 0.93
C -3.52 3.03 0.46
C -3.66 4.16 1.47
H -7.01 0.39 1.45
H -5.57 0.27 2.48
H -5.57 -0.37 0.82
H -5.85 2.58 1.57
H -5.82 1.92 -0.09
H -4.01 3.30 -0.48
H -2.46 2.84 0.26
H -4.71 4.36 1.70
H -3.23 5.08 1.07
H -3.13 3.92 2.40
C -2.94 -0.01 3.51
N -3.40 -1.38 3.44
C -3.31 -2.14 4.67
C -3.51 -1.99 2.21
O -3.08 -1.44 1.19
N -4.09 -3.23 2.18
C -5.46 -3.35 2.68
C -3.89 -3.98 0.94
H -1.89 0.03 3.81
H -3.53 0.53 4.26
H -3.06 0.47 2.55
H -2.34 -1.95 5.15
H -3.40 -3.20 4.46
H -4.10 -1.84 5.37
H -5.61 -2.74 3.56
H -5.65 -4.39 2.94
H -6.17 -3.05 1.90
H -2.89 -3.81 0.55
H -4.61 -3.68 0.17
H -4.02 -5.04 1.16
N -1.83 1.97 -2.52
C -1.21 2.12 -3.74
C -1.53 1.27 -4.81
C -0.85 1.38 -6.01
C 0.16 2.33 -6.18
C 0.48 3.16 -5.12
C -0.19 3.07 -3.91
H -1.69 2.73 -1.87
H -2.76 1.56 -2.51
H -2.30 0.53 -4.66
H -1.11 0.71 -6.82
H 0.68 2.40 -7.13
H 1.27 3.90 -5.24
H 0.09 3.70 -3.08
*
```

Output
**<S²>**: 3.76
**ΔE to the lowest compared entry with this formula, charge and spin**: 1.5 kcal/mol

***

[5]
Computed, not measured: C4H8O2 in the gas phase, with ωB97M-V/def2-TZVPD.

```
! RIJCOSX wB97M-V def2-TZVPD def2/J DEFGRID3
* xyz 0 1
C -1.26 -1.01 0.10
C -0.20 -0.06 0.60
C 1.26 -0.35 0.23
O 1.51 0.97 -0.35
C -0.10 1.27 -0.19
O -0.34 1.26 -1.47
H -2.26 -0.68 0.38
H -1.12 -2.02 0.50
H -1.22 -1.06 -1.00
H -0.30 0.13 1.68
H 1.93 -0.52 1.07
H 1.40 -1.13 -0.52
H 0.95 0.98 -1.40
H -0.25 2.22 0.36
*
```

Output
**ΔE to the lowest compared entry with this formula, charge and spin**: 75.9 kcal/mol

***

[6]
Computed, not measured: 3 unconnected molecules or ions with the total composition C3H8N2O2, with ωB97M-V/def2-TZVPD.

```
! RIJCOSX wB97M-V def2-TZVPD def2/J DEFGRID3
* xyz 0 1
C -0.08 -1.82 -0.45
C -0.68 -1.03 -1.50
N -1.49 -0.15 -0.87
C -1.68 -0.56 0.40
N -0.74 -1.55 0.66
H 0.56 -2.75 -0.52
H -0.34 -1.08 -2.53
H -2.31 -0.08 1.10
H -0.63 -1.80 1.61
H -0.04 2.13 1.79
H -0.32 1.54 0.34
O 0.19 1.41 1.14
H 2.35 1.75 0.35
H 2.22 1.99 -1.14
O 3.00 2.01 -0.38
*
```

Output
**ΔE to the lowest compared entry with this formula, charge and spin**: 49.5 kcal/mol